Here is a molecular structure, C16H13ClNiO5S3Sb from the OMol25 dataset. Energies are from ωB97M-V/def2-TZVPD.

Element x y z (Å)
Ni (2.30626, -1.51905, 0.07138)
O (0.64419, 0.00838, -0.39907)
C (-0.67235, -0.51135, -0.25940)
C (-0.54432, -2.12147, -0.20023)
O (-1.57401, -2.78837, -0.32971)
O (0.61421, -2.54082, 0.02127)
C (-1.50160, -0.05362, -1.45451)
C (-2.74225, -0.62136, -1.74297)
C (-3.48516, -0.17691, -2.82485)
C (-3.02364, 0.86428, -3.61611)
C (-1.79691, 1.44170, -3.33132)
C (-1.03885, 0.98021, -2.26537)
C (-1.37394, -0.00798, 0.99834)
C (-2.40160, -0.74026, 1.59173)
C (-3.06357, -0.26040, 2.70962)
C (-2.71932, 0.96509, 3.25981)
C (-1.70907, 1.70674, 2.67203)
C (-1.04313, 1.22713, 1.55400)
H (0.90676, 0.49965, 0.38990)
H (-3.09227, -1.44506, -1.14195)
H (-4.43441, -0.64723, -3.05352)
H (-3.60959, 1.21600, -4.45718)
H (-1.42559, 2.25550, -3.94345)
H (-0.07278, 1.41886, -2.06267)
H (-2.66364, -1.70430, 1.18179)
H (-3.85208, -0.85060, 3.15975)
H (-3.22725, 1.33561, 4.14169)
H (-1.43402, 2.66952, 3.08492)
H (-0.27310, 1.84839, 1.11238)
S (4.62537, -4.26600, 2.63140)
Sb (5.41971, -3.80995, 0.55094)
S (4.35470, -1.86745, -0.70611)
S (3.50495, -3.84471, -1.06749)
Cl (5.29156, 3.24294, 2.01747)
C (4.27975, 2.10299, 0.28614)
C (4.16609, 0.67592, 0.42310)
O (5.11988, -0.05517, 0.00582)
O (3.08389, 0.18330, 0.87681)
H (5.06052, 2.49378, -0.34300)
H (3.39661, 2.69607, 0.45860)

Energy in eV: -119651.4185
Orbital gap (alpha / beta) in eV: 4.46 / 4.36
Net charge: -2
E_LUMO (alpha / beta) in eV: 3.472 / 3.467
2S+1: 2
HOMO energy (alpha / beta) in eV: -0.98 / -0.89